(1)
{"formula": "C15H11F3N4O2", "method": "ωB97M-V with the def2-TZVPD basis set", "e_homo_ev": -8.32, "largest_force_ev_per_a": 18.27, "energy_ev": -33926.760, "gap_ha": 0.28484, "symbols": ["C", "N", "C", "N", "C", "C", "C", "C", "C", "C", "N", "C", "C", "F", "F", "F", "H", "H", "H", "H", "N", "C", "O", "C", "C", "C", "C", "O", "H", "H", "H", "H", "H", "H", "H"], "coordinates": [[-0.699, -3.174, 0.271], [-0.230, -1.908, -0.402], [-0.933, -0.649, -0.287], [-0.334, 0.334, -0.468], [-0.937, 1.387, -0.411], [-0.272, 2.660, -0.375], [-0.896, 3.827, -0.001], [-2.168, 4.058, 0.128], [-2.957, 2.934, 0.305], [-2.287, 1.607, 0.127], [-3.125, 0.733, 0.199], [-2.609, -0.528, -0.127], [-3.484, -1.935, -0.218], [-4.736, -1.211, -0.130], [-3.338, -2.527, -1.335], [-3.536, -2.629, 1.067], [-3.900, 2.780, 0.765], [-2.612, 4.954, 0.531], [-0.132, 4.972, -0.345], [0.785, 2.715, -0.616], [0.948, -1.723, -0.621], [1.590, -1.179, 0.718], [1.269, -1.211, 1.748], [2.997, -0.768, 0.403], [4.064, -0.220, 0.816], [5.229, -0.019, 0.210], [4.731, -0.463, -1.056], [3.503, -0.583, -1.094], [5.125, -0.193, -1.891], [6.136, 0.294, 0.592], [4.031, -0.229, 2.076], [1.261, -1.421, -1.569], [0.167, -3.764, 0.176], [-1.555, -3.787, -0.415], [-1.094, -3.135, 1.231]], "forces_ev_per_angstrom": [[-1.775, -0.659, -4.843], [-11.937, -0.463, 1.660], [-10.266, -11.091, 1.368], [8.830, 1.575, -2.452], [-4.133, 12.282, 3.334], [0.529, -0.421, -0.307], [7.949, 3.679, -4.063], [-6.432, -0.476, 2.975], [3.706, -1.677, -0.357], [4.007, 7.817, -2.190], [-4.159, -12.783, -0.542], [3.184, -0.749, 1.108], [-1.964, 7.571, 5.020], [0.790, -2.658, -1.017], [-0.248, -1.681, 0.039], [0.727, 0.343, -3.849], [-1.006, 0.588, -0.104], [0.262, 0.678, -0.667], [-2.215, -3.670, 1.651], [-0.047, -0.197, 0.008], [10.050, 0.927, 1.682], [8.020, 0.579, -16.409], [-6.285, -0.962, 12.811], [-1.659, 0.397, -6.105], [0.820, 0.577, 14.035], [-1.081, -1.781, -4.646], [3.074, 2.961, 5.058], [-6.239, -3.744, -0.213], [2.885, 0.681, -5.572], [1.531, 0.360, 0.353], [0.212, 0.520, -3.069], [0.010, 0.037, 1.456], [0.939, -1.002, 0.382], [2.308, 1.769, 1.700], [-0.388, 0.673, 1.764]], "lowdin_charge": [0.009, -0.212, -0.152, 0.169, -0.218, -0.008, -0.155, -0.150, 0.057, -0.269, 0.144, 0.111, -0.424, 0.005, 0.214, 0.032, 0.103, 0.108, 0.205, 0.104, 0.009, -0.411, 0.265, -0.003, -0.200, 0.009, -0.171, 0.045, 0.078, 0.087, 0.200, 0.167, 0.065, 0.137, 0.050]}

=====

(2)
{"formula": "H2IOPS2", "method": "ωB97M-V with the def2-TZVPD basis set", "e_homo_ev": -9.27, "largest_force_ev_per_a": 4.12, "energy_ev": -41141.131, "gap_ha": 0.29602, "symbols": ["O", "P", "S", "S", "I", "H", "H"], "coordinates": [[0.887, 1.193, 0.368], [-0.258, 0.389, -0.381], [0.558, -0.444, -2.039], [-1.208, -0.839, 0.983], [-1.952, 2.307, -0.566], [0.835, 2.109, -0.007], [-1.037, -1.973, 0.515]], "forces_ev_per_angstrom": [[-0.310, 1.284, 0.310], [0.781, -1.083, -3.106], [-1.626, 0.903, 2.012], [-0.793, 3.477, 2.064], [0.616, -0.863, -0.042], [0.437, -0.729, 0.620], [0.895, -2.990, -1.860]], "lowdin_charge": [-0.402, -0.388, 0.125, 0.478, 0.383, 0.041, -0.237]}

=====

(3)
{"formula": "C17H35IInN4O3P", "method": "ωB97M-V with the def2-TZVPD basis set", "e_homo_ev": -14.52, "largest_force_ev_per_a": 3.66, "total_charge": 2, "energy_ev": -52849.171, "gap_ha": 0.30730, "symbols": ["In", "C", "C", "O", "C", "C", "H", "H", "H", "H", "H", "H", "H", "H", "H", "H", "I", "C", "C", "C", "C", "C", "N", "H", "H", "H", "H", "C", "C", "O", "H", "H", "H", "C", "N", "C", "P", "O", "N", "C", "C", "N", "C", "C", "H", "H", "H", "H", "H", "H", "H", "H", "H", "H", "H", "H", "H", "H", "H", "H", "H", "H"], "coordinates": [[-0.274, -1.812, 0.269], [4.048, -2.037, 1.140], [2.688, -2.702, 0.953], [1.903, -1.756, 0.125], [2.612, -1.476, -1.108], [2.902, 0.003, -1.193], [4.577, -2.481, 1.998], [3.954, -0.987, 1.354], [4.669, -2.222, 0.284], [2.103, -2.909, 1.771], [2.776, -3.623, 0.354], [2.008, -1.950, -1.907], [3.609, -2.055, -1.167], [3.277, 0.391, -0.250], [1.921, 0.464, -1.389], [3.544, 0.268, -2.012], [-1.546, -3.355, 3.078], [-0.457, -1.661, 3.444], [-0.163, -1.275, 4.753], [0.856, -0.318, 4.914], [1.440, 0.280, 3.826], [1.023, -0.104, 2.575], [0.104, -1.094, 2.354], [-0.628, -1.688, 5.625], [1.125, -0.128, 5.889], [2.265, 0.987, 3.908], [1.525, 0.339, 1.711], [-2.227, -4.178, -0.998], [-1.970, -2.724, -0.799], [-2.737, -1.884, -1.152], [-3.118, -4.418, -1.582], [-2.331, -4.771, -0.074], [-1.391, -4.689, -1.493], [1.042, 2.722, -0.285], [0.064, 2.504, -1.322], [0.123, 3.349, -2.493], [-1.067, 1.288, -0.937], [-0.325, 0.087, -0.284], [-1.755, 0.782, -2.308], [-3.119, 1.335, -2.741], [-0.867, 0.165, -3.319], [-2.137, 1.887, 0.176], [-2.570, 3.300, 0.118], [-2.779, 1.085, 1.196], [2.026, 2.400, -0.682], [0.805, 2.254, 0.674], [1.035, 3.795, -0.131], [1.157, 3.534, -2.727], [-0.354, 4.374, -2.321], [-0.365, 2.832, -3.327], [-3.697, 1.427, -1.843], [-3.516, 0.598, -3.389], [-3.057, 2.271, -3.218], [0.035, -0.170, -2.862], [-0.479, 0.860, -4.077], [-1.291, -0.707, -3.779], [-2.400, 3.722, -0.844], [-1.986, 3.817, 0.895], [-3.639, 3.388, 0.300], [-2.964, 0.053, 0.895], [-3.797, 1.458, 1.323], [-2.206, 1.157, 2.115]], "forces_ev_per_angstrom": [[-0.053, -0.730, 0.429], [0.024, -1.342, 1.612], [1.559, 0.748, -2.917], [0.358, -0.767, 0.283], [1.643, -1.331, -1.130], [-1.861, -0.063, -0.274], [-0.216, 0.040, -0.247], [-0.072, 0.402, -0.026], [0.368, 0.177, -0.137], [-1.072, -0.209, 2.259], [0.059, 0.169, 0.308], [0.194, 0.836, 0.062], [-1.860, 0.753, 0.318], [0.200, -0.080, -0.053], [0.450, 0.237, 0.127], [0.477, -0.060, -0.312], [-0.610, -0.494, -0.013], [0.508, 0.230, 0.227], [0.951, 0.930, -1.079], [-1.731, -1.265, -1.045], [0.438, 0.136, -0.381], [-0.091, -0.437, -0.692], [0.801, 0.718, 1.047], [-0.226, -0.392, 0.053], [0.790, 0.735, 1.952], [-0.355, -0.105, 0.097], [-0.514, -0.299, -0.001], [0.376, -1.622, 0.003], [-0.801, -0.662, -0.140], [0.155, 0.430, 0.070], [-0.049, 0.609, -0.031], [0.109, 0.644, 0.116], [0.118, 0.392, -0.028], [0.745, 1.014, -0.509], [-1.908, -2.845, 1.277], [-1.175, 0.901, 0.128], [0.945, 1.087, 0.211], [-0.253, 2.299, -0.633], [-0.979, 0.680, -1.031], [2.077, -1.449, 1.212], [-0.111, 0.928, -0.015], [0.360, -0.193, -1.641], [0.608, -0.560, 1.045], [-0.486, -0.134, -0.193], [-0.315, 0.329, 0.681], [-0.046, -0.132, -0.323], [0.513, 0.286, 0.426], [0.473, -0.029, -0.290], [0.444, -1.308, -0.210], [0.127, 0.423, 0.126], [-0.510, -0.051, 0.306], [-0.661, -0.573, -0.580], [0.280, 1.157, -0.726], [0.700, -0.357, 0.798], [-0.631, -0.019, -0.059], [-0.633, -0.234, -0.299], [0.405, 0.376, -0.709], [-0.484, 0.371, -0.333], [0.002, -0.130, 0.200], [0.499, -0.141, -0.071], [0.138, 0.182, 0.361], [-0.193, -0.209, 0.394]], "lowdin_charge": [0.876, -0.036, -0.157, -0.320, -0.227, -0.042, 0.109, 0.077, 0.077, 0.080, 0.145, 0.135, 0.143, 0.082, 0.046, 0.099, 1.119, -0.773, -0.062, 0.005, -0.013, -0.095, -0.075, 0.115, 0.106, 0.136, 0.108, -0.063, -0.463, 0.053, 0.103, 0.082, 0.093, -0.105, -0.302, -0.074, 0.636, -0.358, -0.267, 0.000, -0.070, -0.294, -0.056, -0.077, 0.083, 0.073, 0.096, 0.087, 0.116, 0.071, 0.072, 0.083, 0.070, 0.049, 0.092, 0.091, 0.063, 0.102, 0.095, 0.076, 0.098, 0.087]}

=====

(4)
{"formula": "AgH14O11P", "method": "ωB97M-V with the def2-TZVPD basis set", "e_homo_ev": 2.11, "largest_force_ev_per_a": 17.41, "total_charge": -2, "energy_ev": -36024.544, "gap_ha": 0.09539, "symbols": ["Ag", "P", "O", "O", "O", "O", "O", "H", "H", "O", "H", "H", "O", "H", "H", "O", "H", "H", "O", "H", "H", "O", "H", "H", "O", "H", "H"], "coordinates": [[0.626, 0.018, 0.114], [-2.016, -0.930, 0.612], [-2.582, -0.782, 1.984], [-0.994, -0.250, 1.664], [-0.758, -1.693, 0.780], [-1.574, 0.376, 0.107], [-2.266, 0.648, -2.285], [-3.174, 0.938, -2.182], [-1.828, 0.630, -1.414], [0.292, -3.480, -0.539], [0.427, -3.270, -1.463], [-0.195, -2.764, -0.043], [1.031, -0.297, -2.216], [1.353, -1.183, -2.152], [1.866, 0.109, -2.475], [-0.493, 2.537, -0.563], [-0.842, 1.657, -0.350], [-1.268, 3.113, -0.758], [1.209, -1.004, 2.315], [0.261, -0.922, 1.984], [1.644, -1.655, 1.777], [2.653, 1.129, 0.155], [3.278, 0.746, 0.769], [3.207, 1.431, -0.594], [0.250, 1.801, 1.915], [-0.234, 0.898, 1.854], [0.126, 2.197, 1.003]], "forces_ev_per_angstrom": [[1.439, -0.298, -1.320], [-5.227, -3.906, -5.059], [-3.191, 1.130, 6.655], [1.021, 5.365, 16.534], [6.507, -13.367, -6.365], [-2.157, 9.206, -11.709], [-0.408, 0.521, -2.873], [0.160, -0.196, 0.514], [-0.499, -0.536, 1.410], [1.596, -2.057, -0.801], [-0.400, 0.299, 0.009], [-1.042, 1.309, 0.481], [0.590, 0.586, -0.908], [-0.315, -1.499, 0.346], [-0.102, 0.756, -0.088], [0.192, 2.800, -1.203], [-1.315, -0.752, 0.241], [0.851, -1.005, 0.288], [1.588, 0.232, 0.990], [-0.032, -0.906, 1.294], [-0.095, -0.703, -0.249], [1.188, 0.700, -1.037], [-0.021, -0.216, 0.535], [-0.512, -0.157, 0.480], [0.728, 1.096, -0.874], [-0.578, 1.671, 0.909], [0.035, -0.073, 1.799]], "lowdin_charge": [0.775, -0.016, -0.194, -0.406, -0.469, -0.501, -0.157, -0.004, -0.084, -0.163, -0.030, -0.081, -0.071, 0.010, 0.028, -0.138, -0.071, 0.064, -0.135, -0.048, -0.009, -0.099, 0.038, 0.047, -0.187, -0.070, -0.029]}